Entry from the Open Molecules 2025 dataset: a cluster of 9 separate species, C18H57N15O9 in total at a distorted geometry (wB97M-V/def2-TZVPD).

Geometry as ORCA input:
```
! wB97M-V def2-TZVPD RIJCOSX def2/J DEFGRID3
* xyz 0 1
C -18.1774 6.4134 17.6637
O -19.2992 5.6480 17.2697
C -19.0648 4.7893 16.2176
C -19.3557 5.4992 14.9157
C -20.7580 5.9860 14.7783
N -18.9921 4.5265 13.7403
H -18.2166 7.3036 17.0589
H -17.2905 5.8527 17.5016
H -18.1278 6.5484 18.6785
H -18.0900 4.3385 16.2514
H -19.7740 3.9223 16.3271
H -18.6462 6.3360 14.8653
H -20.9654 6.5081 15.7206
H -21.4787 5.2000 14.6836
H -20.9322 6.6273 13.8988
H -18.0859 4.1089 13.8826
H -19.7352 3.8005 13.7660
C -15.4844 5.4477 9.1271
O -16.0645 4.2328 8.6115
C -17.0863 3.7840 9.4770
C -16.5267 3.1598 10.9162
C -15.4541 2.0887 10.6269
N -17.6366 2.5285 11.6875
H -14.8067 5.6912 8.3098
H -14.9970 5.2595 10.0705
H -16.1956 6.3045 9.2846
H -17.6690 4.6632 9.7963
H -17.5863 2.9889 8.9481
H -16.1040 3.9448 11.5628
H -15.8381 1.2145 10.1881
H -15.0266 1.7528 11.6059
H -14.5789 2.5035 9.8971
H -18.1063 1.7949 11.2019
H -18.2173 3.3069 12.0159
C -8.5032 7.1204 10.0787
O -9.6359 6.6282 10.8014
C -10.2982 7.6695 11.4166
C -11.4495 7.1962 12.2308
C -12.4582 6.4209 11.3144
N -12.0050 8.3524 12.9269
H -7.6343 6.7954 10.5818
H -8.5624 8.1794 10.0767
H -8.5304 6.7026 9.0920
H -9.6620 8.1997 12.1305
H -10.5823 8.4082 10.6437
H -11.0601 6.6132 13.0453
H -11.7807 5.8404 10.6488
H -12.9871 7.1959 10.7352
H -13.1674 5.8112 11.8121
H -12.4642 8.0372 13.7410
H -12.8416 8.6675 12.3432
N -14.0537 4.4461 14.8075
C -15.3133 4.2232 14.4032
N -15.7580 2.9356 14.6925
O -16.0611 5.1387 14.1085
H -13.9281 5.4328 14.9229
H -13.5419 3.8106 15.3874
H -15.0540 2.2219 14.6048
H -16.7061 2.7478 14.4193
N -18.0549 11.2131 18.8825
C -17.9003 10.9368 17.5319
N -18.8768 11.4352 16.7008
O -17.0393 10.1796 17.1154
H -18.7338 11.9524 19.1114
H -17.1481 11.1647 19.3548
H -19.5997 12.0807 17.0148
H -19.0487 10.8374 15.8737
N -18.0393 10.7771 12.3174
C -18.0490 10.6205 13.6324
N -16.9076 10.9413 14.3054
O -19.0437 10.1869 14.2447
H -17.1645 10.5686 11.8543
H -18.9636 10.5489 12.0210
H -16.0569 10.8815 13.8466
H -16.9332 10.7003 15.2874
N -19.0118 6.7328 11.4865
C -17.9246 7.4796 11.2456
N -16.8863 7.3945 12.1279
O -17.9383 8.2219 10.2060
H -19.7161 6.4773 10.7869
H -19.0473 6.2025 12.3260
H -16.8493 6.7703 12.9270
H -16.2067 8.1570 12.2457
N -15.2788 9.2574 9.5261
C -14.5733 9.7354 10.5802
N -13.3648 10.2821 10.3426
O -15.1262 9.7648 11.6945
H -15.0116 9.3957 8.5796
H -16.2280 9.0307 9.7737
H -12.9211 10.6541 11.1690
H -12.8467 10.2223 9.4848
N -15.8663 7.7032 15.7252
C -14.5161 7.9288 15.9181
N -14.2943 9.0043 16.7591
O -13.6064 7.2949 15.4062
H -16.1154 6.9565 15.1245
H -16.5420 8.4309 15.7666
H -15.0442 9.5979 16.9837
H -13.3565 9.3496 16.8201
*
```

Output
ΔE to the lowest compared entry with this formula, charge and spin ... 15.50 kcal per mole
LUMO energy ... 0.626 eV
Frontier orbital gap ... 9.13 eV
E_HOMO ... -8.503 eV
Largest force on an atom ... 3.37 eV Å⁻¹
SMILES string ... COC[C@H](C)N.COC[C@H](C)N.COC[C@H](C)N.NC(N)=O.NC(N)=O.NC(N)=O.NC(N)=O.NC(N)=O.NC(N)=O
E_tot ... -2218.7247 Eh